1.
Computed, not measured: C21H16N3O5W as an isolated structure, with the ωB97M-V functional and the def2-TZVPD basis.

Computed properties:
total charge = +3
frontier orbital gap = 6.828 eV
LUMO energy = -12.6 eV
calculated total energy = -38541.72255 eV

Each line ends with the Löwdin charge.
Element x y z (Å)
W 0.436 -0.186 -0.359  1.959
O -2.559 -2.617 0.694  0.288
C -1.753 -1.779 0.786  -0.380
O -0.599 -1.695 -0.058  -0.185
C -1.739 -0.583 1.683  -0.139
C -2.513 -0.363 2.800  0.105
C -2.281 0.806 3.529  0.079
C -1.280 1.699 3.140  0.108
C -0.565 1.404 2.000  -0.138
N -0.823 0.304 1.297  0.003
C 0.578 2.173 1.418  -0.374
O 1.002 3.214 1.731  0.295
O 1.100 1.404 0.335  -0.187
H -3.264 -1.085 3.100  0.162
H -2.868 1.011 4.416  0.153
H -1.060 2.595 3.707  0.162
O 1.492 -1.228 1.403  -0.122
C 2.422 -2.225 0.873  -0.067
C 3.202 -1.489 -0.155  -0.212
C 4.543 -1.668 -0.364  0.059
C 5.191 -0.893 -1.320  0.063
C 4.474 0.073 -2.016  0.030
C 3.134 0.210 -1.767  -0.066
N 2.491 -0.574 -0.864  -0.053
H 1.230 -1.475 2.305  0.160
H 1.850 -3.043 0.435  0.149
H 3.049 -2.616 1.669  0.161
H 5.087 -2.398 0.222  0.152
H 6.249 -1.027 -1.504  0.151
H 4.951 0.716 -2.743  0.146
H 2.551 0.955 -2.284  0.121
C 0.076 -0.360 -2.450  -0.110
C -1.225 0.162 -2.022  -0.352
C -1.186 1.436 -1.412  -0.086
C -2.349 2.014 -0.889  0.027
C -3.536 1.321 -0.976  -0.150
C -3.588 0.041 -1.603  0.072
C -2.450 -0.544 -2.079  0.027
C -4.731 1.898 -0.433  -0.127
N -5.664 2.370 0.046  0.260
H 0.595 0.303 -3.137  0.114
H 0.037 -1.375 -2.838  0.123
H -0.341 2.087 -1.604  0.147
H -2.334 3.014 -0.472  0.154
H -4.543 -0.462 -1.704  0.158
H -2.488 -1.526 -2.537  0.158

---

2.
Computed, not measured: C21H16N4O8Sr as an isolated structure, with the ωB97M-V functional and the def2-TZVPD basis.

Computed properties:
frontier orbital gap = 7.611 eV
LUMO energy = -0.8 eV
calculated total energy = -45218.90711 eV

Each line ends with the natural charge from an NBO analysis.
Element x y z (Å)
Sr 0.366 0.377 -0.014  1.844
O 4.256 2.948 0.431  -0.586
C 3.164 2.421 0.527  0.629
N 2.821 1.121 0.279  -0.845
C 3.830 0.202 0.267  0.627
O 4.946 0.285 0.746  -0.587
C 3.477 -1.123 -0.410  0.140
C 4.498 -2.047 -0.604  -0.213
C 4.210 -3.244 -1.231  -0.160
C 2.907 -3.491 -1.640  -0.260
C 1.951 -2.523 -1.398  0.035
N 2.222 -1.362 -0.798  -0.515
C 1.997 3.321 0.928  0.133
C 2.278 4.626 1.314  -0.217
C 1.234 5.450 1.691  -0.159
C -0.061 4.953 1.662  -0.258
C -0.256 3.646 1.255  0.033
N 0.751 2.842 0.900  -0.524
H 5.487 -1.790 -0.254  0.256
H 4.989 -3.976 -1.401  0.219
H 2.635 -4.412 -2.138  0.220
H 0.921 -2.673 -1.699  0.191
H 3.308 4.950 1.305  0.253
H 1.426 6.469 2.002  0.218
H -0.907 5.563 1.946  0.220
H -1.244 3.205 1.199  0.224
O -2.304 -1.280 -3.503  -0.656
C -1.604 -1.072 -2.396  0.828
O -0.589 -0.412 -2.353  -0.660
C -2.106 -1.866 -1.224  0.134
C -3.295 -2.589 -1.241  -0.168
C -3.678 -3.227 -0.080  -0.160
C -2.875 -3.128 1.052  -0.218
C -1.702 -2.399 0.959  0.059
N -1.327 -1.791 -0.162  -0.429
C -0.760 -2.142 2.106  0.785
O -0.830 -2.945 3.169  -0.634
O 0.026 -1.231 2.086  -0.597
H -1.965 -0.683 -4.185  0.509
H -3.903 -2.605 -2.132  0.252
H -4.607 -3.780 -0.040  0.231
H -3.194 -3.584 1.981  0.216
H -1.436 -3.678 3.013  0.490
C -4.031 2.254 -0.092  -0.728
C -3.015 1.207 -0.524  0.804
O -3.286 0.474 -1.495  -0.740
O -1.934 1.164 0.144  -0.894
H -4.980 2.116 -0.604  0.220
H -3.637 3.243 -0.334  0.222
H -4.171 2.213 0.988  0.218

---

3.
Computed, not measured: C21H16NNa as an isolated structure, with the ωB97M-V functional and the def2-TZVPD basis.

Computed properties:
frontier orbital gap = 6.929 eV
LUMO energy = 0.1 eV
calculated total energy = -27942.86664 eV

Each line ends with the natural charge from an NBO analysis.
Element x y z (Å)
Na 0.956 -1.113 0.295  0.844
C 1.592 -1.028 2.902  -0.254
C 2.351 -2.057 2.358  -0.241
C 3.345 -1.768 1.430  -0.250
C 3.572 -0.454 1.040  -0.147
C 2.797 0.571 1.569  -0.229
C 1.807 0.285 2.499  -0.227
H 0.854 -1.247 3.664  0.226
H 2.193 -3.077 2.684  0.226
H 3.960 -2.564 1.032  0.229
H 4.361 -0.228 0.337  0.223
H 2.985 1.595 1.275  0.231
H 1.215 1.085 2.925  0.232
C 2.134 -0.422 -4.134  -0.213
C 1.051 0.340 -4.554  -0.243
C 0.036 0.617 -3.661  -0.229
C 0.084 0.131 -2.343  -0.095
C 1.166 -0.657 -1.877  -0.434
C 2.171 -0.892 -2.830  -0.276
C -1.017 0.445 -1.404  0.250
C -2.158 1.202 -1.813  -0.253
C -3.162 1.480 -0.944  -0.121
C -3.094 1.004 0.386  -0.136
C -4.096 1.232 1.349  -0.173
C -3.975 0.729 2.615  -0.231
C -2.845 -0.034 2.958  -0.190
C -1.858 -0.265 2.039  -0.246
C -1.941 0.255 0.725  0.244
N -0.932 0.007 -0.154  -0.543
H 2.940 -0.645 -4.826  0.198
H 1.000 0.712 -5.570  0.201
H -0.790 1.221 -4.016  0.187
H 3.037 -1.484 -2.532  0.174
H -2.230 1.562 -2.826  0.218
H -4.026 2.055 -1.259  0.211
H -4.967 1.810 1.061  0.212
H -4.751 0.906 3.349  0.215
H -2.764 -0.441 3.959  0.211
H -0.999 -0.869 2.293  0.198

---

4.
Computed, not measured: C21H17BrClFN6O in the gas phase, with the ωB97M-V functional and the def2-TZVPD basis.

Computed properties:
frontier orbital gap = 8.446 eV
LUMO energy = -0.1 eV
calculated total energy = -118323.13110 eV
SMILES = O=C(N/N=C/c1ccc(F)cc1Cl)N1CCc2ncnc(Nc3cccc(Br)c3)c2C1

Each line ends with the natural charge from an NBO analysis.
Element x y z (Å)
O 1.712 2.446 4.117  -0.646
C 1.305 1.802 3.161  0.788
N 0.729 0.579 3.542  -0.461
N -0.181 -0.165 2.805  -0.239
C -0.998 -0.988 3.418  0.010
C -2.067 -1.736 2.724  -0.055
C -2.223 -1.664 1.346  -0.177
C -3.287 -2.256 0.686  -0.279
C -4.213 -2.964 1.412  0.421
F -5.309 -3.481 0.822  -0.311
C -4.036 -3.118 2.795  -0.299
C -3.007 -2.470 3.483  -0.005
Cl -2.920 -2.600 5.254  0.005
N 1.376 2.294 1.853  -0.447
C 2.017 3.612 1.578  -0.197
C 1.347 4.231 0.392  -0.459
C 1.543 3.348 -0.804  0.285
N 1.831 3.866 -1.993  -0.480
C 1.888 3.024 -3.024  0.274
N 1.657 1.730 -2.920  -0.489
C 1.365 1.240 -1.723  0.412
N 1.144 -0.112 -1.626  -0.595
C 0.837 -1.030 -2.661  0.188
C 0.124 -0.688 -3.827  -0.241
C -0.219 -1.701 -4.754  -0.176
C 0.227 -3.020 -4.590  -0.282
C 0.956 -3.309 -3.430  -0.009
Br 1.666 -5.115 -3.174  0.027
C 1.284 -2.339 -2.493  -0.300
C 1.320 2.004 -0.624  -0.166
C 1.004 1.432 0.717  -0.221
H 0.687 0.505 4.548  0.390
H -0.948 -1.107 4.505  0.178
H -1.469 -1.125 0.764  0.235
H -3.424 -2.095 -0.359  0.236
H -4.733 -3.742 3.333  0.243
H 3.057 3.493 1.393  0.195
H 1.902 4.334 2.411  0.242
H 0.271 4.421 0.585  0.230
H 1.758 5.216 0.209  0.242
H 2.212 3.414 -4.017  0.189
H 1.464 -0.508 -0.754  0.396
H -0.194 0.341 -4.005  0.237
H -0.742 -1.382 -5.663  0.223
H -0.060 -3.769 -5.328  0.236
H 1.924 -2.582 -1.658  0.226
H 1.486 0.467 0.842  0.196
H -0.062 1.269 0.731  0.228

---

5.
Computed, not measured: C21H17BrF3N2O8SSc as an isolated structure, with the ωB97M-V functional and the def2-TZVPD basis.

Computed properties:
frontier orbital gap = 7.607 eV
LUMO energy = -1.3 eV
calculated total energy = -151150.08198 eV

Each line ends with the natural charge from an NBO analysis.
Element x y z (Å)
Sc 0.291 0.055 -0.340  1.645
O -1.197 2.748 1.871  -0.585
C -0.929 2.354 0.760  0.805
O -1.112 1.134 0.318  -0.806
C -0.328 3.319 -0.282  -0.354
C -0.697 2.846 -1.694  0.098
C -0.307 3.886 -2.749  -0.420
C 1.232 3.728 -2.794  -0.428
C 1.453 2.638 -1.742  0.087
O 0.280 1.800 -1.905  -0.544
C 1.239 3.240 -0.334  -0.341
C 1.844 2.323 0.738  0.811
O 2.483 2.765 1.660  -0.576
O 1.623 1.046 0.519  -0.824
H -0.672 4.323 -0.053  0.248
H -1.704 2.448 -1.780  0.222
H -0.760 3.639 -3.708  0.217
H -0.628 4.886 -2.465  0.219
H 1.578 3.395 -3.771  0.222
H 1.759 4.643 -2.531  0.220
H 2.351 2.039 -1.864  0.234
H 1.699 4.218 -0.228  0.245
Br 0.008 -1.008 7.252  0.068
C -0.146 -1.220 5.379  -0.074
C -1.065 -2.126 4.873  -0.237
C -1.207 -2.253 3.504  -0.220
C -0.429 -1.481 2.638  0.174
C 0.489 -0.573 3.169  -0.186
C 0.637 -0.448 4.537  -0.211
N -0.594 -1.536 1.241  -0.419
C -1.017 -2.583 0.659  0.147
C -1.325 -2.551 -0.775  0.137
C -1.659 -3.704 -1.470  -0.200
C -1.954 -3.607 -2.819  -0.134
C -1.945 -2.360 -3.419  -0.234
C -1.611 -1.256 -2.650  0.101
N -1.292 -1.343 -1.363  -0.473
H -1.674 -2.713 5.546  0.231
H -1.960 -2.925 3.113  0.210
H 1.093 0.022 2.500  0.252
H 1.343 0.263 4.944  0.240
H -1.171 -3.526 1.183  0.187
H -1.675 -4.656 -0.957  0.230
H -2.186 -4.494 -3.394  0.230
H -2.182 -2.244 -4.467  0.233
H -1.591 -0.262 -3.080  0.213
F 4.636 -2.081 -1.378  -0.299
C 3.737 -1.159 -1.687  0.723
F 3.879 -0.116 -0.866  -0.300
F 3.957 -0.756 -2.941  -0.311
S 1.994 -1.770 -1.536  2.338
O 1.884 -3.002 -2.245  -0.911
O 1.250 -0.635 -2.106  -0.968
O 1.726 -1.806 -0.104  -0.934

---

6.
Computed, not measured: C21H17BrFFeN4O as an isolated structure, with the ωB97M-V functional and the def2-TZVPD basis.

Computed properties:
total charge = +2
frontier orbital gap (spin up / spin down) = 8.723 / 7.062 eV
LUMO energy (spin up / spin down) = -6.0 / -7.6 eV
calculated total energy = -137193.89947 eV
spin multiplicity = 6

Each line ends with the Mulliken spin population.
Element x y z (Å)
Fe -0.007 0.013 0.045  4.363
N 0.004 1.512 -2.826  0.017
C 1.268 1.396 -2.276  0.017
C 2.351 1.885 -3.016  0.005
C 3.620 1.770 -2.506  0.006
C 3.815 1.177 -1.253  0.007
C 2.715 0.724 -0.585  0.016
N 1.455 0.819 -1.086  0.052
C -1.268 1.391 -2.290  0.014
C -2.343 1.877 -3.042  0.004
C -3.617 1.759 -2.547  0.005
C -3.825 1.166 -1.297  0.010
C -2.731 0.717 -0.616  0.032
N -1.466 0.814 -1.101  0.055
H 0.008 1.919 -3.749  -0.001
H 2.177 2.353 -3.975  0.001
H 4.462 2.146 -3.071  0.000
H 4.799 1.076 -0.821  0.000
H 2.806 0.258 0.390  0.004
H -2.158 2.347 -3.999  0.001
H -4.454 2.132 -3.122  0.000
H -4.813 1.062 -0.876  0.000
H -2.832 0.259 0.361  0.001
O -0.011 1.221 6.064  0.005
C -0.012 0.914 4.782  0.008
C 0.023 -0.396 4.284  -0.003
C 0.018 -0.579 2.929  0.053
N -0.019 0.445 2.039  0.057
C -0.050 1.694 2.540  0.008
Br -0.092 3.094 1.284  0.009
C -0.048 1.983 3.876  0.004
H 0.017 0.442 6.638  -0.001
H 0.054 -1.252 4.944  0.001
H 0.046 -1.573 2.501  -0.005
H -0.073 3.001 4.236  0.000
F 0.053 -6.030 -0.314  0.006
C 0.034 -4.703 -0.281  0.049
C 1.196 -4.014 -0.589  0.014
C 1.170 -2.631 -0.553  0.016
C 0.000 -1.947 -0.197  0.193
C -1.160 -2.681 0.086  -0.041
C -1.149 -4.064 0.054  0.018
H 2.087 -4.564 -0.856  -0.001
H 2.076 -2.095 -0.814  0.000
H -2.094 -2.187 0.335  0.003
H -2.031 -4.652 0.272  -0.001